19
Properties=species:S:1:pos:R:3:forces:R:3 method="wB97M-V/def2-TZVPD" fmax_ev_per_a=3.69 charge=+1 homo_ev=-15.0 gap_ha=0.4334 relative_energy_ev=1.824
C -1.347 -1.174 0.792 -0.58 -0.17 -1.28
O -1.007 -0.260 1.787 0.11 0.30 1.89
C -0.265 -1.020 -0.360 0.04 -1.92 1.08
C -0.765 -0.190 -1.486 1.20 -0.77 -3.03
O 0.297 0.427 -2.232 0.47 -1.14 -2.44
N 1.023 -0.438 0.225 -0.40 1.71 0.63
H -2.395 -0.833 0.359 1.93 -1.40 0.75
H -1.245 -2.222 1.171 -0.80 0.82 -0.39
H -1.227 -0.582 2.696 0.11 0.34 -1.29
H -0.074 -2.025 -0.849 0.29 1.02 1.17
H -1.215 -0.830 -2.237 -0.65 -0.56 0.47
H -1.497 0.501 -1.272 -1.35 1.95 1.02
H 0.359 -0.020 -3.188 -0.09 1.60 3.32
H 1.192 0.368 -0.514 0.91 -1.89 1.61
H 0.803 0.115 1.212 0.31 -1.67 -2.89
H 1.810 -1.157 0.384 -1.49 1.72 -0.72
H 2.151 2.282 1.808 -0.47 0.45 -0.56
H 1.050 3.001 0.846 1.59 -1.77 0.68
O 1.634 2.179 0.987 -1.12 1.39 -0.03

***

108
Properties=species:S:1:pos:R:3:forces:R:3 method="wB97M-V/def2-TZVPD" fmax_ev_per_a=15.34 homo_ev=-8.0 gap_ha=0.3002 relative_energy_ev=28.107
C -14.462 -13.769 5.511 -1.14 1.82 -1.25
O -14.611 -15.007 6.288 -7.63 1.75 -1.65
H -13.968 -13.020 6.129 -0.17 -0.16 -0.45
H -13.896 -13.948 4.597 0.19 -0.21 0.33
H -15.396 -13.308 5.187 -0.53 -0.53 0.39
H -15.418 -15.362 5.907 -0.15 -0.71 0.20
C -9.592 -13.383 8.587 0.32 -2.79 1.27
O -9.434 -14.459 9.585 0.76 1.10 -0.33
H -8.838 -12.614 8.754 -0.22 -0.06 0.04
H -9.517 -13.857 7.609 0.82 0.19 0.65
H -10.626 -13.044 8.654 0.93 0.16 0.46
H -9.880 -15.233 9.235 0.12 -0.03 -0.09
C -11.269 -10.797 7.934 0.49 0.34 -3.15
O -10.498 -9.625 7.676 0.38 0.27 1.02
H -11.214 -11.359 7.002 -0.33 0.21 0.31
H -10.867 -11.495 8.668 0.52 1.80 -0.18
H -12.348 -10.668 8.020 2.43 0.87 -0.31
H -10.884 -9.178 6.919 -0.16 -0.02 0.02
C -12.988 -13.565 8.056 -0.79 1.68 -0.93
O -13.561 -12.250 8.026 1.34 -4.43 -10.22
H -13.518 -14.103 8.842 3.25 0.50 -0.41
H -13.314 -14.045 7.133 0.56 2.19 3.28
H -11.943 -13.797 8.265 0.01 2.11 -1.80
H -13.221 -11.888 8.848 -3.13 -1.24 -2.41
C -10.640 -13.111 5.971 -1.27 -0.50 -0.49
O -11.856 -13.786 5.704 4.69 9.34 -5.64
H -10.546 -12.180 5.413 0.01 0.03 -0.32
H -10.616 -12.866 7.033 0.07 0.03 -1.67
H -9.817 -13.770 5.696 0.50 0.01 0.00
H -12.125 -14.396 6.395 4.12 2.58 1.02
C -14.058 -9.905 7.717 -0.28 0.54 -1.73
O -13.675 -8.765 6.969 -0.28 1.36 0.33
H -15.131 -10.046 7.848 -0.14 0.29 -0.07
H -13.637 -10.714 7.120 -0.89 0.13 0.65
H -13.593 -9.838 8.701 -0.56 0.55 -0.34
H -14.233 -8.719 6.189 0.01 0.01 -0.02
C -12.724 -16.710 6.748 -0.33 0.21 -0.75
O -12.579 -15.317 6.435 0.79 -15.09 2.68
H -12.979 -17.258 5.841 -0.34 0.03 -0.14
H -11.802 -17.184 7.088 -0.05 0.63 -0.16
H -13.506 -16.797 7.501 0.36 -0.69 -0.36
H -13.452 -14.974 6.233 1.13 -2.49 -0.84
C -12.027 -12.250 10.686 1.49 2.88 2.90
O -12.615 -11.634 9.569 6.34 3.32 13.19
H -11.071 -11.787 10.931 0.35 -0.03 -0.44
H -12.612 -12.054 11.585 -0.39 0.29 0.22
H -11.999 -13.340 10.701 2.73 3.78 -0.69
H -12.744 -10.694 9.715 0.43 0.16 0.63
C -17.727 -11.609 8.428 0.75 0.06 0.70
C -17.661 -12.999 9.176 -0.37 -0.66 -1.54
C -16.553 -13.915 8.527 0.02 1.25 0.53
C -15.103 -13.470 8.863 -8.96 -0.62 0.48
C -14.940 -13.414 10.374 -0.38 1.39 0.64
C -16.039 -12.626 11.144 0.10 1.30 -2.36
N -17.411 -12.879 10.577 1.82 -1.79 1.37
O -18.424 -12.234 11.319 0.34 0.25 -0.23
C -15.971 -12.910 12.636 -0.55 -0.06 0.16
C -15.685 -11.157 10.914 -0.65 1.50 1.07
C -19.045 -13.675 8.986 -0.42 0.50 0.02
H -16.742 -11.215 8.179 0.23 -0.60 -0.43
H -18.012 -10.830 9.134 -0.87 -0.15 0.04
H -18.340 -11.584 7.528 -0.12 -0.16 0.17
H -16.633 -14.980 8.743 -0.72 0.35 0.11
H -16.654 -13.792 7.449 -0.27 -0.05 -0.20
H -14.952 -12.465 8.468 -1.79 -1.20 0.74
H -14.503 -14.185 8.299 -3.48 1.02 0.50
H -13.979 -12.899 10.390 -0.94 0.19 1.25
H -14.793 -14.359 10.897 -0.34 1.19 0.98
H -14.957 -13.150 12.954 0.06 0.12 -0.05
H -16.348 -12.058 13.201 0.18 0.09 0.02
H -16.614 -13.739 12.931 0.08 -0.30 -0.22
H -14.684 -10.938 11.287 0.10 0.08 0.06
H -15.835 -10.648 9.962 0.38 -0.95 -0.47
H -16.384 -10.568 11.508 0.05 0.15 0.49
H -19.801 -12.929 9.231 -0.20 0.00 -0.16
H -19.303 -14.542 9.594 0.70 -0.06 0.41
H -19.221 -14.021 7.967 0.25 0.33 -0.24
H -18.726 -12.962 11.867 -0.35 0.10 0.17
C -12.263 -17.335 9.620 0.61 0.60 1.08
C -13.065 -16.154 10.321 0.73 -1.03 -0.66
C -14.392 -15.942 9.602 -1.23 -0.56 0.03
C -15.579 -16.850 9.910 0.26 -1.92 0.04
C -15.778 -17.049 11.409 1.22 1.67 0.16
C -14.434 -17.350 12.210 -0.95 1.25 0.49
N -13.332 -16.415 11.776 -1.78 1.16 -1.21
O -12.123 -16.578 12.481 -0.19 -0.58 -0.02
C -14.820 -17.032 13.747 0.88 -1.22 -1.29
C -14.050 -18.791 11.939 1.28 -0.29 0.68
C -12.233 -14.800 10.193 0.07 -5.51 1.26
H -12.869 -18.158 9.240 -0.24 0.06 0.28
H -11.542 -17.707 10.349 -0.11 -0.29 0.16
H -11.644 -17.040 8.773 -0.18 0.46 0.49
H -14.746 -14.948 9.875 0.62 -2.99 -1.21
H -14.331 -15.921 8.514 0.46 -0.18 0.43
H -15.474 -17.796 9.379 0.28 -0.50 0.09
H -16.508 -16.482 9.472 0.13 0.23 0.22
H -16.610 -17.670 11.741 0.36 -0.63 -0.29
H -16.135 -16.055 11.681 0.15 0.31 0.68
H -14.036 -17.364 14.428 0.11 -0.11 -0.08
H -15.024 -15.992 14.003 -0.05 0.07 -0.61
H -15.701 -17.644 13.938 -0.09 0.10 0.21
H -12.996 -18.924 12.181 0.22 0.11 0.25
H -14.540 -19.516 12.588 -0.51 -0.01 -0.38
H -14.061 -19.031 10.876 -0.67 -0.13 0.10
H -11.252 -14.921 10.654 -0.15 -0.19 0.66
H -12.719 -13.947 10.667 -2.47 -4.23 -0.72
H -11.971 -14.620 9.150 0.08 -1.20 2.08
H -11.892 -15.663 12.656 0.18 0.00 0.33

***

46
Properties=species:S:1:pos:R:3:forces:R:3 method="wB97M-V/def2-TZVPD" s2=6.03 multiplicity=5 fmax_ev_per_a=3.64 charge=+1 homo_ev="-9.7 / -11.5" gap_ha="0.2761 / 0.2320" relative_energy_ev=1.808
C -0.352 0.392 -3.045 0.78 -1.04 2.22
C 0.268 1.658 -2.525 -0.08 0.87 0.42
C 0.533 -0.775 -3.430 0.09 -0.06 -0.41
C -1.761 0.101 -2.617 -0.89 -0.23 0.04
H 0.251 -1.019 -4.481 0.64 -0.25 0.53
H 0.456 -1.713 -2.823 -0.49 0.84 -0.44
H 1.613 -0.550 -3.331 -0.64 0.23 -0.68
H 0.196 2.422 -3.333 0.24 -0.07 0.73
H 1.312 1.600 -2.166 -0.11 -0.35 -0.89
H -0.200 2.060 -1.583 -0.30 -0.32 -1.07
H -2.426 0.477 -3.425 -0.13 -0.40 0.60
H -2.081 0.566 -1.659 0.45 0.43 -0.61
H -2.010 -0.965 -2.381 0.45 0.53 -0.94
C 2.674 -1.485 1.513 -0.62 1.55 1.41
C 2.882 -1.766 0.149 0.47 0.09 -0.60
C 2.478 -0.641 -0.636 0.71 1.58 0.97
H 3.400 -2.656 -0.210 -0.35 0.30 -0.02
C 2.074 0.407 0.245 0.94 -0.65 0.20
C 2.107 -0.127 1.646 3.58 0.55 -0.29
H 1.943 0.419 2.561 0.81 0.31 0.07
H 2.989 -2.067 2.375 -0.23 -0.07 -0.36
H 2.724 -0.453 -1.674 -0.29 -0.35 0.13
H 1.968 1.479 0.003 -0.22 -1.07 -0.10
C -1.076 -2.178 1.612 -1.33 -2.39 -0.37
C -0.002 -3.185 1.593 -1.08 0.77 0.75
C 0.332 -3.471 0.248 -0.10 -0.66 0.05
H 0.341 -3.685 2.493 0.20 0.14 -0.31
C -0.490 -2.691 -0.620 -2.06 -0.02 0.72
C -1.406 -1.938 0.184 0.26 -1.19 0.09
H -2.326 -1.455 -0.164 0.80 -0.01 0.04
H -1.633 -1.856 2.482 -0.30 -0.42 -0.18
H 1.022 -4.265 -0.042 -0.15 0.44 -0.05
H -0.665 -2.865 -1.678 0.44 0.22 0.27
Pt 0.434 -0.977 1.204 -0.78 -0.25 -2.69
C -0.978 4.134 2.588 -0.51 0.32 0.05
N -1.165 2.791 2.043 -0.29 0.12 -0.03
C -2.355 2.074 1.996 0.19 0.44 -0.60
C -2.098 0.919 1.327 0.77 -0.18 0.52
N -0.744 0.897 1.009 0.21 1.42 0.89
C -0.205 2.071 1.449 -1.33 -1.71 -0.05
H -1.617 4.849 2.046 0.27 -0.28 0.17
H -1.252 4.160 3.651 0.17 -0.08 -0.32
H 0.063 4.428 2.458 -0.11 -0.06 0.08
H -3.305 2.479 2.296 0.10 0.15 0.29
H -2.767 0.051 1.191 0.61 0.91 -0.10
H 0.855 2.348 1.460 -0.77 -0.10 -0.13

***

9
Properties=species:S:1:pos:R:3:forces:R:3 method="wB97M-V/def2-TZVPD" fmax_ev_per_a=3.96 homo_ev="-8.7 / -9.1" gap_ha="0.2968 / 0.3071" relative_energy_ev=3.500
B -0.601 0.381 0.103 0.37 1.04 -1.49
C -1.932 0.268 -0.718 1.57 -1.95 -3.07
O 0.499 0.974 -0.477 2.31 -1.23 0.34
O -0.717 0.030 1.378 0.39 -0.40 1.59
Br -3.346 -0.461 0.178 -1.17 -0.55 0.50
Br -2.412 1.540 -2.021 -0.02 0.68 0.01
H -1.305 -0.988 -2.074 -0.76 1.58 2.46
H 1.434 0.614 -0.244 -2.70 1.04 -0.37
H 0.022 0.329 1.919 0.01 -0.22 0.04

***

90
Properties=species:S:1:pos:R:3:forces:R:3 method="wB97M-V/def2-TZVPD" s2=3.76 multiplicity=4 fmax_ev_per_a=3.91 charge=-1 homo_ev="-1.0 / -1.1" gap_ha="0.1226 / 0.1258"
Er 1.450 0.664 1.429 -1.82 -2.88 1.92
P 0.064 0.681 -0.941 -0.09 0.08 -0.04
Cl 1.760 3.159 1.415 0.27 1.06 -0.11
C -3.599 -1.672 -0.151 0.69 2.03 -1.30
H -3.711 -1.416 -1.203 -0.28 -0.08 0.15
H -3.178 -0.907 0.500 0.01 0.08 -0.24
C 1.951 0.797 -1.317 -0.84 0.49 -0.52
C -0.809 2.352 -1.132 0.70 0.04 -0.06
C 2.318 1.029 -2.784 0.36 0.25 -0.07
H 2.248 1.704 -0.739 -0.06 -0.23 -0.43
C 3.802 1.416 -2.878 -0.07 0.07 -0.04
H 2.142 0.106 -3.352 0.05 0.16 0.12
H 1.691 1.807 -3.237 0.25 -0.14 0.08
C 4.731 0.411 -2.186 0.07 -0.05 -0.04
H 4.080 1.516 -3.935 0.07 0.04 0.12
H 3.932 2.402 -2.412 -0.03 -0.08 -0.06
C 4.266 0.029 -0.777 -0.16 0.04 -0.08
H 4.786 -0.500 -2.796 -0.04 0.01 0.05
H 5.746 0.820 -2.149 -0.04 -0.03 -0.03
C 2.793 -0.398 -0.816 0.03 0.09 -0.18
H 4.887 -0.777 -0.366 -0.11 0.10 -0.10
H 4.389 0.892 -0.104 -0.05 -0.09 -0.06
H 2.683 -1.222 -1.532 0.00 0.04 0.14
H 2.470 -0.863 0.150 0.18 -0.16 -0.28
C -0.673 -0.440 -2.223 -0.21 0.20 0.17
C -2.339 2.188 -1.225 -0.03 -0.22 -0.14
H -0.569 2.834 -0.164 -0.15 -0.12 -0.34
C -3.076 3.535 -1.331 0.23 0.05 0.21
H -2.605 1.576 -2.099 0.04 0.15 0.19
H -2.710 1.641 -0.346 0.11 0.08 -0.15
C -2.494 4.468 -2.398 0.09 -0.14 -0.07
H -4.138 3.353 -1.537 0.13 0.01 0.07
H -3.025 4.037 -0.356 0.02 -0.03 -0.08
C -0.971 4.606 -2.290 0.04 0.00 0.20
H -2.756 4.092 -3.396 0.04 -0.03 0.06
H -2.955 5.459 -2.305 0.02 -0.13 -0.06
C -0.242 3.255 -2.233 -0.21 0.25 -0.27
H -0.587 5.193 -3.133 -0.05 -0.02 0.12
H -0.729 5.165 -1.375 -0.02 -0.05 -0.09
H -0.329 2.761 -3.213 0.03 0.16 0.21
H 0.828 3.439 -2.058 -0.25 -0.08 0.02
C 0.111 -1.750 -2.361 -0.04 -0.25 0.14
H -1.664 -0.670 -1.774 0.41 -0.03 -0.25
C -0.688 -2.760 -3.193 -0.02 0.09 0.04
H 1.072 -1.547 -2.858 -0.27 -0.07 0.06
H 0.349 -2.183 -1.377 -0.12 0.19 -0.22
C -1.055 -2.209 -4.576 0.11 0.04 0.06
H -0.100 -3.680 -3.301 -0.15 0.06 0.00
H -1.605 -3.022 -2.645 0.15 0.04 -0.05
C -1.675 -0.808 -4.515 -0.08 -0.08 0.05
H -0.152 -2.177 -5.199 -0.01 0.04 0.06
H -1.750 -2.896 -5.071 0.06 0.05 -0.03
C -0.899 0.164 -3.618 0.09 0.04 -0.23
H -1.742 -0.389 -5.526 -0.05 -0.05 0.08
H -2.706 -0.889 -4.143 0.08 0.01 0.03
H 0.074 0.385 -4.084 -0.24 -0.07 0.13
H -1.444 1.116 -3.570 0.18 -0.36 -0.03
C 0.841 -1.558 1.679 -0.02 1.89 -1.39
C -3.814 -2.838 0.361 0.60 -1.48 2.17
H 0.533 -1.838 0.643 0.07 -0.09 -0.18
C -3.526 -3.012 1.875 0.19 -0.11 0.66
H -4.237 -3.678 -0.188 0.17 0.11 0.03
C -2.225 -2.501 2.691 -1.15 0.47 0.01
H -4.348 -2.453 2.372 0.19 -0.60 -0.12
H -3.611 -4.076 2.131 -0.27 0.16 0.02
C -0.942 -3.354 2.651 -0.78 -0.10 -0.15
H -2.046 -1.431 2.494 0.16 -0.54 -0.18
H -2.605 -2.528 3.743 0.21 0.21 -0.69
C 0.465 -2.719 2.520 0.69 -1.25 -1.20
H -0.918 -3.947 3.581 -0.04 0.00 -0.32
H -1.099 -4.080 1.841 0.26 0.05 -0.05
H 0.939 -2.648 3.480 0.12 0.05 0.84
H 1.001 -3.499 1.934 0.06 -0.38 1.02
C 3.183 -0.447 6.205 -0.79 0.15 0.22
C 3.518 -0.428 4.842 0.04 0.05 -0.54
C 2.551 -0.173 3.877 0.19 0.19 0.53
C 1.195 0.086 4.261 -0.21 -0.37 1.33
C 0.151 0.317 3.336 0.93 1.60 -2.65
C -1.144 0.539 3.703 -0.54 -0.14 1.77
C -1.480 0.505 5.087 0.12 -0.25 -0.71
C -0.506 0.263 6.033 -0.08 0.06 0.34
C 0.855 0.066 5.666 0.27 -0.20 -0.72
C 1.873 -0.210 6.604 0.56 -0.06 0.06
H 3.947 -0.654 6.952 -0.09 0.02 -0.12
H 4.548 -0.629 4.535 -0.30 0.04 0.07
H 2.860 -0.308 2.805 -0.04 -0.21 1.10
H -1.923 0.728 2.959 0.17 0.13 0.21
H -2.517 0.663 5.382 0.13 0.00 0.15
H -0.762 0.203 7.094 0.04 0.07 -0.25
H 1.598 -0.241 7.657 0.14 -0.04 -0.09

***

57
Properties=species:S:1:pos:R:3:forces:R:3 method="wB97M-V/def2-TZVPD" fmax_ev_per_a=3.45 homo_ev=-9.3 gap_ha=0.3419 relative_energy_ev=2.399
C -0.770 0.591 0.539 -0.59 0.09 1.04
C -1.041 0.227 1.854 0.44 0.94 -1.56
N -1.531 1.352 2.426 -0.56 1.92 0.41
C -1.581 2.399 1.526 1.72 -2.83 -0.97
N -1.107 1.903 0.378 -0.20 1.16 -0.09
H -0.580 -0.022 -0.340 0.48 0.19 0.53
H -0.986 -0.694 2.370 0.03 -0.64 0.26
H -1.831 1.485 3.366 0.00 -0.38 0.66
H -1.877 3.425 1.673 -0.10 -0.19 0.41
H -3.570 2.130 -2.527 1.05 -0.10 0.13
H -1.943 2.424 -2.400 -1.06 -0.22 0.25
O -2.819 2.710 -2.733 0.12 0.31 -0.20
H 3.846 1.140 -1.003 -0.37 0.63 0.43
H 4.662 0.159 -1.656 0.65 0.01 0.07
O 4.752 1.047 -1.285 0.10 -0.26 -0.65
H 2.548 -2.372 1.529 -0.47 -0.27 0.34
H 1.388 -1.890 0.771 0.08 -1.73 2.02
O 1.590 -2.592 1.511 0.04 2.54 -1.48
H -0.027 3.386 -0.507 -1.18 0.26 -1.45
H -0.589 4.526 -1.480 -0.13 0.12 0.22
O -0.047 3.735 -1.448 0.36 -0.24 0.88
H -2.154 -1.876 -2.765 -0.65 -0.18 -0.15
H -2.206 -1.031 -1.419 -0.79 -0.07 0.25
O -1.654 -1.395 -2.118 1.07 0.13 -0.24
H 2.365 1.863 0.985 0.64 -0.16 0.21
H 2.319 1.468 2.437 0.47 -0.15 -0.20
O 2.882 1.347 1.652 -1.28 0.54 0.03
H 3.035 3.371 -0.648 0.42 0.04 0.03
H 1.537 3.485 -0.957 0.42 -0.31 -0.40
O 2.227 2.858 -0.657 0.02 0.02 0.25
H -3.459 1.692 1.015 0.05 -0.55 1.03
H -4.029 2.397 -0.021 -1.26 0.15 0.69
O -4.342 2.042 0.854 0.87 0.33 -1.93
H 0.452 1.284 -4.616 -0.61 0.35 0.42
H -1.100 0.868 -4.205 2.12 0.13 -0.79
O -0.246 0.625 -4.676 -1.49 -0.50 0.41
H -0.991 -3.545 1.312 -0.18 0.01 0.07
H -1.446 -3.380 2.834 0.21 -0.26 -0.10
O -1.568 -3.071 1.936 -0.52 0.77 0.12
H 2.726 -1.144 -0.998 -0.17 -0.43 -0.28
H 2.567 -0.070 0.007 -0.14 0.60 0.61
O 3.059 -0.873 -0.145 0.25 -0.28 0.05
H 0.014 -4.945 0.637 1.30 -0.33 -0.33
H -0.070 -4.205 -0.820 0.88 -0.30 0.44
O -0.514 -4.544 -0.039 -1.79 0.34 -0.29
H 0.022 -1.764 -1.944 -0.76 0.29 -0.14
H 1.409 -1.639 -2.615 -0.70 -0.03 0.99
O 0.955 -1.645 -1.737 1.40 -0.27 -1.00
H -4.013 -0.184 0.216 0.27 -0.40 0.12
H -2.989 -1.356 0.703 -0.54 1.64 -1.24
O -3.142 -0.587 0.054 -0.28 -1.62 1.05
H 2.015 -3.119 -0.428 -0.43 0.56 -0.47
H 2.656 -4.150 0.384 0.23 0.17 -1.44
O 2.638 -3.825 -0.554 0.51 -1.44 1.08
H 0.523 -1.411 4.032 -0.38 -0.47 0.41
H 1.453 -0.413 3.650 0.56 0.55 -0.06
O 0.913 -0.621 4.416 -0.11 -0.18 -0.46

***

14
Properties=species:S:1:pos:R:3:forces:R:3 method="wB97M-V/def2-TZVPD" fmax_ev_per_a=1.68 smiles="CC(C)C=C=O" homo_ev=-8.8 gap_ha=0.3589 relative_energy_ev=1.870
C 1.645 0.401 -0.266 -0.04 0.14 -0.09
C 0.322 0.202 0.471 -0.12 -0.10 -0.03
C -0.255 -1.180 0.154 0.27 -0.32 -0.26
C -0.880 1.031 0.027 -0.23 0.20 0.14
C -1.963 0.321 -0.281 -1.18 0.78 0.01
O -2.964 -0.234 -0.528 0.67 0.70 0.08
H 1.538 0.106 -1.316 0.01 0.12 0.09
H 1.996 1.435 -0.232 -0.05 -0.06 -0.01
H 2.420 -0.239 0.180 -0.24 0.17 -0.07
H 0.476 0.370 1.548 0.01 -0.19 -0.21
H -0.905 -1.527 0.975 -0.07 0.07 -0.72
H 0.397 -1.989 -0.145 0.68 -0.06 0.40
H -0.747 -0.901 -0.810 0.14 -1.57 0.60
H -1.028 2.096 0.118 0.15 0.12 0.07

***

9
Properties=species:S:1:pos:R:3:forces:R:3 method="wB97M-V/def2-TZVPD" fmax_ev_per_a=2.78 charge=-1 homo_ev=-4.7 gap_ha=0.3090 relative_energy_ev=0.000
N 2.255 -1.013 -0.533 -0.08 -1.11 -0.64
N -2.305 -0.010 -0.064 -0.40 0.06 0.08
N 2.715 -0.138 -0.035 -0.25 -1.31 -0.75
O -2.973 -0.919 -0.549 0.05 0.35 0.17
O -2.774 0.973 0.476 -0.09 -0.22 -0.13
O 3.237 0.753 0.472 1.05 2.24 1.28
O 0.101 1.012 -0.784 -0.19 -0.05 0.05
O 0.046 -0.388 1.219 -0.29 0.08 -0.29
S -0.302 -0.269 -0.203 0.20 -0.04 0.22